(1)
{"formula": "C19H20N5O3RuS3", "method": "ωB97M-V/def2-TZVPD", "lumo_ev": [2.70, 2.28], "e_homo_ev": [-3.95, -4.96], "total_charge": -1, "spin_multiplicity": 5, "homo_lumo_gap_ev": [6.6, 7.2], "s_squared": 6.03, "symbols": ["Ru", "N", "C", "S", "N", "N", "C", "C", "C", "C", "C", "C", "C", "O", "H", "H", "H", "H", "H", "H", "H", "C", "C", "C", "C", "N", "H", "H", "H", "H", "H", "H", "H", "H", "H", "O", "S", "O", "N", "C", "S", "C", "C", "C", "C", "C", "C", "H", "H", "H", "H"], "coordinates": [[0.402, 0.748, -0.331], [3.728, -1.152, 1.858], [2.532, -0.634, 1.412], [2.642, 0.607, 0.192], [1.448, -1.112, 1.922], [0.298, -0.547, 1.367], [-0.783, -0.854, 1.990], [-2.111, -0.386, 1.679], [-3.146, -0.898, 2.477], [-4.461, -0.543, 2.288], [-4.766, 0.352, 1.259], [-3.779, 0.869, 0.458], [-2.420, 0.522, 0.638], [-1.557, 1.071, -0.170], [4.528, -0.553, 1.754], [3.667, -1.659, 2.727], [-0.681, -1.528, 2.837], [-2.883, -1.608, 3.251], [-5.242, -0.959, 2.910], [-5.796, 0.638, 1.080], [-4.007, 1.550, -0.351], [0.087, 4.145, -2.687], [0.301, 3.852, -1.198], [1.466, 4.692, -0.657], [-0.978, 4.165, -0.410], [0.621, 2.476, -1.043], [-0.149, 5.201, -2.844], [-0.733, 3.540, -3.073], [0.985, 3.901, -3.254], [1.262, 5.757, -0.793], [2.391, 4.445, -1.179], [1.614, 4.494, 0.405], [-1.226, 5.226, -0.509], [-0.841, 3.932, 0.646], [-1.809, 3.564, -0.776], [-1.690, -4.567, -1.303], [-1.058, -3.550, -0.506], [-1.487, -3.412, 0.861], [-1.113, -2.107, -1.285], [0.072, -1.696, -1.636], [0.391, -0.317, -2.588], [1.196, -2.616, -1.232], [2.558, -2.479, -1.446], [3.392, -3.489, -0.987], [2.877, -4.610, -0.339], [1.510, -4.748, -0.130], [0.700, -3.728, -0.583], [2.940, -1.600, -1.947], [4.461, -3.403, -1.130], [3.553, -5.382, 0.006], [1.097, -5.613, 0.370]], "mulliken_charge": [0.435, -0.415, 0.525, -0.439, -1.118, 0.784, -0.574, 0.665, -0.644, -0.817, -0.395, -0.683, 0.635, -0.392, 0.224, 0.249, 0.170, 0.332, 0.379, 0.359, 0.404, -1.688, 1.821, -1.654, -1.552, -0.366, 0.397, 0.378, 0.393, 0.403, 0.387, 0.350, 0.448, 0.322, 0.269, -0.719, 1.178, -0.555, -0.351, 0.231, -0.443, 0.324, -0.359, -0.621, -0.407, -0.730, 0.211, 0.446, 0.385, 0.388, 0.432]}

***

(2)
{"formula": "C26H22ClN3O4S", "method": "ωB97M-V/def2-TZVPD", "lumo_ev": 0.04, "e_homo_ev": -8.39, "smiles": "COc1ccc(NC(=O)c2cc(S(=O)(=O)N(Cc3ccccc3)c3ccccc3)ccc2Cl)cn1", "total_charge": 0, "spin_multiplicity": 1, "homo_lumo_gap_ev": 8.4, "symbols": ["C", "O", "C", "C", "C", "C", "N", "C", "O", "C", "C", "C", "S", "O", "O", "N", "C", "C", "C", "C", "C", "C", "C", "C", "C", "C", "C", "C", "C", "C", "C", "C", "Cl", "C", "N", "H", "H", "H", "H", "H", "H", "H", "H", "H", "H", "H", "H", "H", "H", "H", "H", "H", "H", "H", "H", "H", "H"], "coordinates": [[-8.210, -1.698, 0.792], [-7.755, -0.797, -0.199], [-6.490, -0.366, -0.072], [-5.995, 0.531, -1.028], [-4.701, 0.982, -0.904], [-3.928, 0.527, 0.170], [-2.603, 0.919, 0.394], [-1.825, 1.732, -0.369], [-2.175, 2.282, -1.390], [-0.424, 1.851, 0.165], [0.261, 0.709, 0.568], [1.581, 0.789, 0.958], [2.433, -0.747, 1.317], [3.466, -0.503, 2.274], [1.446, -1.737, 1.617], [3.153, -1.104, -0.158], [2.239, -1.256, -1.278], [1.278, -2.392, -1.049], [1.746, -3.623, -0.609], [0.866, -4.665, -0.392], [-0.489, -4.493, -0.623], [-0.959, -3.275, -1.080], [-0.078, -2.228, -1.293], [4.372, -0.434, -0.385], [4.498, 0.585, -1.325], [5.719, 1.212, -1.506], [6.816, 0.841, -0.748], [6.690, -0.170, 0.191], [5.479, -0.812, 0.369], [2.257, 1.995, 0.967], [1.587, 3.143, 0.585], [0.259, 3.071, 0.175], [-0.546, 4.515, -0.286], [-4.516, -0.364, 1.059], [-5.759, -0.799, 0.944], [-7.601, -2.604, 0.800], [-8.164, -1.238, 1.782], [-9.239, -1.934, 0.531], [-6.633, 0.851, -1.835], [-4.283, 1.673, -1.617], [-2.187, 0.529, 1.229], [-0.205, -0.265, 0.570], [1.675, -0.331, -1.473], [2.853, -1.474, -2.159], [2.801, -3.747, -0.421], [1.236, -5.616, -0.039], [-1.177, -5.307, -0.448], [-2.014, -3.134, -1.266], [-0.450, -1.280, -1.660], [3.647, 0.894, -1.913], [5.808, 1.999, -2.240], [7.764, 1.336, -0.890], [7.542, -0.467, 0.783], [5.368, -1.598, 1.097], [3.289, 2.019, 1.279], [2.084, 4.100, 0.593], [-3.967, -0.755, 1.907]], "mulliken_charge": [-0.653, -0.387, 0.441, -0.669, -0.241, 0.579, -0.061, 0.114, -0.648, 0.702, -0.910, -0.323, 1.408, -0.700, -0.623, 0.263, -0.792, 0.148, -0.135, -0.692, -0.478, -0.802, -0.333, -0.180, 0.145, -0.949, -0.412, -0.911, -0.061, -0.315, -0.894, 0.555, -0.200, -0.724, -0.464, 0.295, 0.294, 0.247, 0.431, 0.567, 0.149, 0.584, 0.419, 0.589, 0.374, 0.396, 0.396, 0.461, 0.571, 0.384, 0.390, 0.404, 0.384, 0.480, 0.575, 0.477, 0.335]}

***

(3)
{"formula": "C13H13BF4N3O8Pd", "method": "ωB97M-V/def2-TZVPD", "lumo_ev": [-4.37, -8.00], "e_homo_ev": [-14.02, -14.32], "total_charge": 1, "spin_multiplicity": 5, "homo_lumo_gap_ev": [9.6, 6.3], "s_squared": 6.05, "symbols": ["Pd", "O", "C", "O", "C", "C", "C", "C", "C", "C", "O", "N", "O", "O", "N", "O", "O", "H", "H", "O", "C", "C", "C", "C", "C", "C", "N", "H", "H", "H", "H", "H", "H", "H", "H", "H", "H", "H", "F", "B", "F", "F", "F"], "coordinates": [[-1.171, 0.668, -0.518], [2.881, 0.947, 0.055], [1.717, 1.193, 0.215], [0.801, 0.486, -0.448], [1.292, 2.278, 1.169], [2.269, 3.110, 1.638], [1.947, 4.128, 2.550], [0.663, 4.361, 3.045], [-0.312, 3.525, 2.603], [-0.065, 2.463, 1.643], [-1.045, 1.767, 1.280], [-1.696, 3.662, 3.062], [-2.016, 2.947, 3.981], [-2.342, 4.543, 2.545], [3.041, 5.011, 3.028], [4.129, 4.834, 2.531], [2.752, 5.807, 3.891], [3.292, 2.983, 1.309], [0.478, 5.164, 3.745], [-1.483, -1.230, 0.130], [-1.162, -2.259, -0.567], [-1.453, -3.603, 0.025], [-0.174, -4.435, 0.320], [1.099, -3.962, -0.383], [1.056, -4.030, -1.909], [-0.190, -3.373, -2.508], [-0.607, -2.183, -1.749], [-2.103, -4.120, -0.685], [-2.032, -3.442, 0.930], [-0.380, -5.474, 0.062], [0.000, -4.410, 1.395], [1.934, -4.567, -0.030], [1.328, -2.938, -0.072], [1.067, -5.070, -2.242], [1.954, -3.561, -2.312], [-1.032, -4.063, -2.529], [-0.022, -3.047, -3.532], [-0.410, -1.277, -2.152], [-2.349, 0.650, -4.967], [-3.001, 1.587, -4.303], [-1.970, 0.796, -2.226], [-2.476, 2.791, -4.184], [-4.207, 1.341, -3.834]], "mulliken_charge": [1.295, -0.522, 0.597, -0.551, -0.246, -0.676, -0.116, -0.326, -0.010, 1.518, -0.818, 0.847, -0.504, -0.498, 1.025, -0.553, -0.570, 0.685, 0.602, -0.642, 0.858, -0.963, -0.506, -0.649, -0.470, -0.809, 0.167, 0.376, 0.317, 0.297, 0.365, 0.395, 0.189, 0.335, 0.329, 0.299, 0.448, 0.209, -0.214, 0.632, -0.724, -0.214, -0.205]}

***

(4)
{"formula": "C7H12N3O", "method": "ωB97M-V/def2-TZVPD", "lumo_ev": [-5.65, -5.65], "e_homo_ev": [-12.42, -12.42], "total_charge": 1, "spin_multiplicity": 1, "homo_lumo_gap_ev": [6.8, 6.8], "symbols": ["C", "C", "C", "C", "C", "C", "C", "N", "N", "N", "O", "H", "H", "H", "H", "H", "H", "H", "H", "H", "H", "H", "H"], "coordinates": [[2.661, -0.656, -1.127], [3.604, -1.386, -0.486], [1.922, 0.230, -0.134], [2.585, -0.256, 1.165], [-2.844, 0.132, -0.014], [-1.782, -0.767, -0.687], [-0.336, -0.659, -0.094], [0.332, 1.614, -0.779], [2.670, 1.364, 0.314], [0.555, 0.475, -0.402], [3.523, -1.105, 0.840], [2.483, -0.671, -2.229], [4.397, -2.106, -0.770], [-2.765, 1.117, -0.429], [-3.874, -0.358, 0.098], [-2.551, 0.146, 1.022], [-1.544, -0.746, -1.827], [-2.043, -1.833, -0.490], [-0.527, -0.480, 1.062], [0.292, -1.559, -0.170], [-0.686, 1.835, -0.776], [3.456, 1.596, -0.314], [2.198, 1.987, 0.884]], "mulliken_charge": [-0.781, -0.189, 1.043, -0.946, -1.007, -0.604, -0.290, -0.708, -0.283, 0.894, -0.115, 0.360, 0.453, 0.321, 0.331, 0.355, 0.337, 0.329, 0.342, 0.367, 0.260, 0.290, 0.243]}